This record from OMol25 describes a cluster of 16 separate species, C44H126N6O16 in total. The level of theory is ωB97M-V/def2-TZVPD.

Last columns: bonded neighbours and bond lengths (Å).
Geometry (Å):
1 C 0.78920 9.92410 -2.02425  C2 1.491, H4 1.090, H5 1.090, H6 1.090
2 C 0.72180 8.54266 -2.58056  C1 1.491, O3 1.412, H7 1.090, H8 1.090
3 O -0.61090 8.35076 -3.00476  C2 1.412, H9 0.960
4 H 0.21416 10.60154 -2.65553  C1 1.090
5 H 1.80647 10.30789 -2.10151  C1 1.090
6 H 0.45497 9.98376 -0.98848  C1 1.090
7 H 0.96527 7.78824 -1.83245  C2 1.090
8 H 1.36447 8.51919 -3.46064  C2 1.090
9 H -1.20424 8.47984 -2.26119  O3 0.960
10 C 0.56649 6.35469 7.23879  C11 1.483, H13 1.090, H14 1.090, H15 1.090
11 C 1.05839 7.60970 6.62125  C10 1.483, O12 1.407, H16 1.090, H17 1.090
12 O 0.05270 8.13712 5.79035  C11 1.407, H18 0.960
13 H -0.36716 6.42444 7.79696  C10 1.090
14 H 1.35123 6.11829 7.95740  C10 1.090
15 H 0.52067 5.58144 6.47193  C10 1.090
16 H 1.87357 7.41612 5.92403  C11 1.090
17 H 1.38865 8.36529 7.33407  C11 1.090
18 H 0.19924 9.08420 5.73416  O12 0.960
19 C 5.78756 -6.00776 3.86016  C20 1.531, H22 1.090, H23 1.090, H24 1.090
20 C 5.82555 -7.16141 2.85432  C19 1.531, O21 1.422, H25 1.090, H26 1.090
21 O 4.54346 -7.72740 2.61187  C20 1.422, H27 0.960
22 H 6.75695 -5.52533 3.98535  C19 1.090
23 H 5.53921 -6.33088 4.87111  C19 1.090
24 H 5.01825 -5.36766 3.42831  C19 1.090
25 H 6.49499 -7.98642 3.09779  C20 1.090
26 H 6.26381 -6.71633 1.96104  C20 1.090
27 H 4.59718 -8.17910 1.76650  O21 0.960
28 C 4.05244 -4.24660 -8.51045  C29 1.484, H31 1.090, H32 1.090, H33 1.090
29 C 3.52100 -3.25531 -9.47803  C28 1.484, O30 1.385, H34 1.090, H35 1.090
30 O 2.14380 -3.35617 -9.59080  C29 1.385, H36 0.960
31 H 5.13943 -4.29738 -8.44746  C28 1.090
32 H 3.57723 -5.20457 -8.72158  C28 1.090
33 H 3.76934 -3.94692 -7.50142  C28 1.090
34 H 3.94638 -3.35918 -10.47621  C29 1.090
35 H 3.71216 -2.27284 -9.04638  C29 1.090
36 H 1.96892 -3.68037 -10.47731  O30 0.960
37 C -0.47242 -3.74782 4.63656  C38 1.546, H40 1.090, H41 1.090, H42 1.090
38 C -0.27692 -3.79468 6.16905  C37 1.546, O39 1.426, H43 1.090, H44 1.090
39 O -0.10576 -2.46120 6.64383  C38 1.426, H45 0.960
40 H 0.37029 -3.44694 4.01413  C37 1.090
41 H -1.34015 -3.14335 4.37244  C37 1.090
42 H -0.81669 -4.73763 4.33681  C37 1.090
43 H 0.58663 -4.40946 6.42287  C38 1.090
44 H -1.14791 -4.21182 6.67449  C38 1.090
45 H -0.97688 -2.11574 6.43546  O39 0.960
46 C -2.88274 -6.10018 -1.73454  C47 1.485, H49 1.090, H50 1.090, H51 1.090
47 C -1.42139 -6.27456 -1.93337  C46 1.485, O48 1.428, H52 1.090, H53 1.090
48 O -1.12965 -7.42777 -2.72382  C47 1.428, H54 0.960
49 H -3.21499 -5.13356 -1.35591  C46 1.090
50 H -3.28714 -6.82426 -1.02725  C46 1.090
51 H -3.39348 -6.10255 -2.69747  C46 1.090
52 H -0.86761 -6.28674 -0.99460  C47 1.090
53 H -0.98764 -5.45772 -2.51021  C47 1.090
54 H -1.51591 -7.31651 -3.59561  O48 0.960
55 C 11.10010 -4.66092 -2.38449  C56 1.530, H58 1.090, H59 1.090, H60 1.090
56 C 10.42527 -4.44988 -3.74111  C55 1.530, O57 1.400, H61 1.090, H62 1.090
57 O 11.21102 -3.82714 -4.71850  C56 1.400, H63 0.960
58 H 12.04323 -5.19696 -2.49070  C55 1.090
59 H 10.35731 -5.05078 -1.68852  C55 1.090
60 H 11.41726 -3.71448 -1.94660  C55 1.090
61 H 9.45555 -3.95609 -3.67854  C56 1.090
62 H 10.08910 -5.37890 -4.20154  C56 1.090
63 H 10.99141 -2.89533 -4.64712  O57 0.960
64 C 7.10366 -9.96413 -3.25873  C65 1.523, H67 1.090, H68 1.090, H69 1.090
65 C 5.75757 -9.66468 -3.90479  C64 1.523, O66 1.442, H70 1.090, H71 1.090
66 O 4.94759 -9.30920 -2.76642  C65 1.442, H72 0.960
67 H 7.58784 -9.11940 -2.76873  C64 1.090
68 H 7.83186 -10.32013 -3.98750  C64 1.090
69 H 7.04440 -10.82219 -2.58917  C64 1.090
70 H 5.37294 -10.57584 -4.36299  C65 1.090
71 H 5.67843 -8.79854 -4.56179  C65 1.090
72 H 4.06009 -9.03042 -3.00355  O66 0.960
73 C 5.81825 2.72546 -4.95650  C74 1.502, H76 1.090, H77 1.090, H78 1.090
74 C 6.19761 3.47033 -3.70821  C73 1.502, O75 1.391, H79 1.090, H80 1.090
75 O 7.50774 3.89503 -3.90126  C74 1.391, H81 0.960
76 H 4.74338 2.55895 -4.88559  C73 1.090
77 H 6.36559 1.81259 -5.19144  C73 1.090
78 H 5.94018 3.40659 -5.79869  C73 1.090
79 H 5.96969 2.81304 -2.86910  C74 1.090
80 H 5.64925 4.38812 -3.49590  C74 1.090
81 H 7.55673 4.79896 -3.58171  O75 0.960
82 C 0.90966 4.43580 -9.70897  C83 1.455, H85 1.090, H86 1.090, H87 1.090
83 C 0.93631 5.47011 -8.68605  C82 1.455, O84 1.367, H88 1.090, H89 1.090
84 O 0.16046 4.95376 -7.68552  C83 1.367, H90 0.960
85 H 1.39463 4.86214 -10.58711  C82 1.090
86 H -0.03148 4.01814 -10.06664  C82 1.090
87 H 1.56652 3.64767 -9.34092  C82 1.090
88 H 0.51732 6.33764 -9.19592  C83 1.090
89 H 1.90093 5.77777 -8.28239  C83 1.090
90 H -0.05609 5.63046 -7.03994  O84 0.960
91 C -5.66936 1.23805 -6.70175  C92 1.499, H97 1.090, H98 1.090, H99 1.090
92 C -4.94246 0.24645 -7.55955  C91 1.499, C93 1.575, N96 1.453, H100 1.090
93 C -5.11514 0.52307 -9.10067  C92 1.575, O94 1.439, H101 1.090, H102 1.090
94 O -6.48970 0.41511 -9.51097  C93 1.439, C95 1.412
95 C -6.85892 -0.91841 -9.79033  O94 1.412, H103 1.090, H104 1.090, H105 1.090
96 N -3.53313 0.25400 -7.20572  C92 1.453, H106 1.010, H107 1.010
97 H -6.74617 1.26447 -6.86877  C91 1.090
98 H -5.23109 2.22965 -6.81469  C91 1.090
99 H -5.49835 1.03111 -5.64533  C91 1.090
100 H -5.30504 -0.75836 -7.34277  C92 1.090
101 H -4.46745 -0.03655 -9.77552  C93 1.090
102 H -4.74528 1.54040 -9.22848  C93 1.090
103 H -7.86117 -1.01347 -10.20813  C95 1.090
104 H -6.96479 -1.45856 -8.84953  C95 1.090
105 H -6.13487 -1.40707 -10.44230  C95 1.090
106 H -3.02176 -0.29112 -7.88502  N96 1.010
107 H -3.15461 1.18941 -7.24846  N96 1.010
108 C 0.50080 1.25169 0.89917  C109 1.540, H114 1.090, H115 1.090, H116 1.090
109 C 0.61542 1.10900 -0.62984  C108 1.540, C110 1.559, N113 1.482, H117 1.090
110 C 1.17988 -0.28874 -1.02675  C109 1.559, O111 1.405, H118 1.090, H119 1.090
111 O 2.46554 -0.39890 -0.47056  C110 1.405, C112 1.409
112 C 3.18228 -1.53345 -0.90152  O111 1.409, H120 1.090, H121 1.090, H122 1.090
113 N -0.71795 1.32953 -1.23895  C109 1.482, H123 1.010, H124 1.010
114 H 0.03813 2.22076 1.08603  C108 1.090
115 H 1.39060 1.08027 1.50496  C108 1.090
116 H -0.16702 0.47903 1.28010  C108 1.090
117 H 1.29160 1.87112 -1.01720  C109 1.090
118 H 1.15201 -0.51870 -2.09186  C110 1.090
119 H 0.52002 -1.01781 -0.55649  C110 1.090
120 H 2.72854 -2.45036 -0.52536  C112 1.090
121 H 4.20376 -1.41110 -0.54141  C112 1.090
122 H 3.40059 -1.49070 -1.96858  C112 1.090
123 H -0.78515 0.85704 -2.12908  N113 1.010
124 H -0.86774 2.31125 -1.42313  N113 1.010
125 C -5.96016 6.55815 2.69055  C126 1.536, H131 1.090, H132 1.090, H133 1.090
126 C -5.55860 6.57287 1.20768  C125 1.536, C127 1.548, N130 1.461, H134 1.090
127 C -6.72059 6.50620 0.18755  C126 1.548, O128 1.429, H135 1.090, H136 1.090
128 O -7.60291 5.41996 0.47661  C127 1.429, C129 1.418
129 C -8.80028 5.46400 -0.28214  O128 1.418, H137 1.090, H138 1.090, H139 1.090
130 N -4.71839 7.75599 1.03395  C126 1.461, H140 1.010, H141 1.010
131 H -6.47469 7.46911 2.99638  C125 1.090
132 H -5.13004 6.43439 3.38603  C125 1.090
133 H -6.64109 5.72023 2.83993  C125 1.090
134 H -4.99440 5.64501 1.11352  C126 1.090
135 H -6.30116 6.39553 -0.81240  C127 1.090
136 H -7.28445 7.43888 0.17056  C127 1.090
137 H -9.45005 4.76622 0.24606  C129 1.090
138 H -8.71290 5.12673 -1.31496  C129 1.090
139 H -9.35773 6.40027 -0.25472  C129 1.090
140 H -5.21404 8.63441 1.08706  N130 1.010
141 H -4.10755 7.74774 1.83826  N130 1.010
142 C -6.28671 1.85210 8.85786  C143 1.518, H148 1.090, H149 1.090, H150 1.090
143 C -5.16877 0.82554 8.88646  C142 1.518, C144 1.536, N147 1.492, H151 1.090
144 C -5.75125 -0.57951 9.10193  C143 1.536, O145 1.446, H152 1.090, H153 1.090
145 O -6.58387 -0.75778 10.27031  C144 1.446, C146 1.407
146 C -5.87647 -0.74326 11.48602  O145 1.407, H154 1.090, H155 1.090, H156 1.090
147 N -4.31654 0.95781 7.66866  C143 1.492, H157 1.010, H158 1.010
148 H -6.77123 1.89493 9.83331  C142 1.090
149 H -7.06292 1.72596 8.10308  C142 1.090
150 H -5.94832 2.88010 8.72818  C142 1.090
151 H -4.57860 1.09455 9.76250  C143 1.090
152 H -5.01062 -1.37583 9.17562  C144 1.090
153 H -6.28297 -0.85076 8.18990  C144 1.090
154 H -6.52049 -1.06765 12.30340  C146 1.090
155 H -5.59658 0.27558 11.75385  C146 1.090
156 H -4.97496 -1.35593 11.48802  C146 1.090
157 H -4.75263 0.82644 6.76718  N147 1.010
158 H -4.05764 1.92756 7.55612  N147 1.010
159 C -8.79532 -0.47233 1.72858  C160 1.549, H165 1.090, H166 1.090, H167 1.090
160 C -7.50418 -0.93219 1.00693  C159 1.549, C161 1.519, N164 1.482, H168 1.090
161 C -7.71143 -1.00826 -0.49637  C160 1.519, O162 1.414, H169 1.090, H170 1.090
162 O -8.49276 -2.15492 -0.76950  C161 1.414, C163 1.438
163 C -8.66085 -2.40612 -2.17491  O162 1.438, H171 1.090, H172 1.090, H173 1.090
164 N -6.57261 0.19272 1.25589  C160 1.482, H174 1.010, H175 1.010
165 H -9.64838 -1.06141 1.39187  C159 1.090
166 H -9.03187 0.58897 1.65247  C159 1.090
167 H -8.67697 -0.71191 2.78531  C159 1.090
168 H -7.08182 -1.87188 1.36287  C160 1.090
169 H -6.75857 -1.07159 -1.02187  C161 1.090
170 H -8.27484 -0.11344 -0.76084  C161 1.090
171 H -8.91761 -1.53670 -2.78012  C163 1.090
172 H -9.39314 -3.17368 -2.42531  C163 1.090
173 H -7.76335 -2.84620 -2.60959  C163 1.090
174 H -5.70922 0.26465 0.73678  N164 1.010
175 H -7.02205 0.99296 0.83431  N164 1.010
176 C 8.96663 -2.28292 8.58743  C177 1.524, H182 1.090, H183 1.090, H184 1.090
177 C 7.97510 -1.19057 8.96813  C176 1.524, C178 1.545, N181 1.470, H185 1.090
178 C 6.89099 -0.87173 7.91476  C177 1.545, O179 1.427, H186 1.090, H187 1.090
179 O 7.56159 -0.62903 6.67917  C178 1.427, C180 1.366
180 C 6.79957 0.01388 5.74475  O179 1.366, H188 1.090, H189 1.090, H190 1.090
181 N 7.51539 -1.72953 10.25592  C177 1.470, H191 1.010, H192 1.010
182 H 9.71346 -2.22280 9.37909  C176 1.090
183 H 9.42269 -1.91884 7.66680  C176 1.090
184 H 8.52709 -3.25272 8.35425  C176 1.090
185 H 8.58186 -0.31677 9.20565  C177 1.090
186 H 6.47381 0.07961 8.24494  C178 1.090
187 H 6.11544 -1.63686 7.88042  C178 1.090
188 H 7.28169 -0.05970 4.76995  C180 1.090
189 H 6.57383 1.06666 5.91438  C180 1.090
190 H 5.79374 -0.38285 5.60682  C180 1.090
191 H 7.27419 -2.68179 10.02117  N181 1.010
192 H 8.28187 -1.93908 10.87937  N181 1.010

Calculated values
- Calculated total energy: -89360.571 eV
- Charge: 0
- ΔE to the lowest compared entry with this formula, charge and spin: 649.18 kJ/mol